Computed, not measured: C11H38N16O13Zn2 as an isolated structure at a distorted geometry, with ωB97M-V/def2-TZVPD.

Element x y z (Å)
Zn 5.53730 -14.13028 -11.40307
Zn 1.17955 -5.90984 -8.60612
C 3.95427 -9.99941 -11.49414
O 3.95905 -10.82827 -12.43688
O 3.21380 -9.07856 -11.26985
O 4.73696 -10.42951 -10.66038
C 10.40777 -9.84210 -5.47891
O 10.43940 -11.03324 -5.70133
N 11.20776 -9.26776 -4.72704
N 9.49110 -9.15867 -6.09213
H 10.98752 -8.29604 -4.56166
H 11.83572 -9.92508 -4.28693
H 9.44945 -8.14960 -6.10362
H 8.76576 -9.58594 -6.65019
C -4.23870 -8.63267 -8.70883
O -3.19622 -8.02220 -8.89031
N -4.37111 -9.58544 -7.82679
N -5.26522 -8.54241 -9.47374
H -3.63424 -9.85278 -7.18987
H -5.17345 -10.19506 -7.89549
H -6.08551 -9.13005 -9.51736
H -5.22852 -7.93745 -10.28169
C 4.47391 -13.34712 -19.14950
O 4.24484 -12.99188 -20.30231
N 3.61640 -14.10012 -18.49066
N 5.52634 -12.87232 -18.57398
H 3.95112 -14.44704 -17.60313
H 2.76422 -14.45828 -18.89760
H 5.49331 -12.75979 -17.57081
H 6.25044 -12.46305 -19.14694
C -0.53198 -15.05397 -10.29408
O 0.68308 -15.19068 -10.41557
N -1.34519 -15.48113 -9.32552
N -1.22846 -14.18224 -10.94166
H -2.21515 -15.03492 -9.07220
H -0.88161 -16.15954 -8.73820
H -2.14936 -14.01534 -10.56194
H -0.90432 -13.54634 -11.65627
C 6.73937 -3.08690 -8.24139
O 5.75444 -3.82658 -8.15372
N 7.45831 -2.90492 -7.19141
N 7.05009 -2.26867 -9.20567
H 7.14962 -3.38296 -6.35697
H 8.29904 -2.34594 -7.16286
H 6.57547 -2.31363 -10.09608
H 7.93021 -1.77323 -9.21103
C 11.17342 -12.11915 -12.75221
O 10.15772 -12.79100 -12.59378
N 11.98126 -12.40224 -13.71522
N 11.60272 -11.20632 -11.88795
H 12.71783 -11.71465 -13.78442
H 11.80871 -13.20609 -14.30186
H 11.03327 -11.04001 -11.07053
H 12.37689 -10.56890 -12.00818
C 2.26897 -10.40752 -4.73337
O 1.98236 -9.34482 -5.28601
N 1.66922 -10.76240 -3.59634
N 3.00788 -11.37924 -5.17952
H 2.13049 -11.23232 -2.83049
H 1.12321 -9.96221 -3.31062
H 3.54481 -11.19158 -6.01413
H 3.07945 -12.16042 -4.54331
C -1.43408 -2.68230 -12.77009
O -0.59545 -3.21090 -12.08327
N -1.68682 -1.40211 -12.63983
N -2.17216 -3.21748 -13.70163
H -2.41662 -1.04665 -13.24077
H -1.44878 -0.92317 -11.78306
H -1.98624 -4.19236 -13.88910
H -2.26741 -2.66394 -14.54104
C 1.06200 -8.40108 -17.35599
C 2.48272 -7.83709 -17.15910
O 2.53634 -6.69397 -16.33101
O 0.58700 -8.74256 -16.04961
H 1.15169 -9.20528 -18.08629
H 0.42437 -7.59684 -17.72306
H 2.83560 -7.54326 -18.14765
H 3.21475 -8.52062 -16.72897
H 2.42856 -7.06985 -15.45426
H 1.29798 -9.20877 -15.60377

Results
Calculated total energy, Eh: -5853.9612
Kohn-Sham gap, eV: 1.20
Spin multiplicity: 1
LUMO level, Ha: -0.4173
HOMO level, eV: -12.56
Max |F|, eV/A: 6.25
Total charge: +2